The following is a quantum chemistry calculation of a molecular structure, C14H36N2O6Rb, from the Open Molecules 2025 dataset.

Calculated values
Energy above the lowest of the compared OMol25 structures with the same formula, charge and spin = 0.0 kcal/mol

ORCA input file:
```
! wB97M-V def2-TZVPD RIJCOSX def2/J DEFGRID3
* xyz 1 1
Rb -0.7678 -0.6482 1.0803
C 0.5385 2.6056 3.1022
O -0.1800 2.0095 2.0198
C -0.5342 2.9510 1.0058
C -1.6897 2.3628 0.2056
N -1.3309 1.4790 -0.9222
C -2.4903 1.0451 -1.7188
C -3.1131 2.1582 -2.5342
O -2.1695 2.7481 -3.4037
C -1.9761 2.0431 -4.6168
H 1.1581 1.8300 3.5512
H -0.1618 2.9700 3.8561
H 1.1865 3.4089 2.7519
H 0.3304 3.1268 0.3599
H -0.9532 3.8439 1.4720
H -2.2768 3.1840 -0.2166
H -2.2526 1.7454 0.9090
H -0.7224 1.9719 -1.5696
H -3.2210 0.5304 -1.0852
H -2.1266 0.2664 -2.3966
H -3.4753 2.9519 -1.8791
H -3.9811 1.7955 -3.0998
H -1.3684 2.6802 -5.2527
H -2.9357 1.8595 -5.1120
H -1.4677 1.0876 -4.4590
C 6.5687 1.4147 0.5538
O 5.3463 0.8916 1.0230
C 4.2683 1.1287 0.1524
C 2.9996 0.9790 0.9672
N 2.6864 -0.3475 1.4531
C 2.5722 -1.3424 0.3688
C 2.2112 -2.7204 0.9039
O 0.8119 -2.9488 0.8034
C 0.4304 -4.2438 1.2483
H 6.8815 0.9607 -0.3955
H 7.3331 1.1955 1.2958
H 6.5172 2.5012 0.4132
H 4.3301 0.4379 -0.7021
H 4.2938 2.1433 -0.2710
H 2.1535 1.4635 0.4739
H 3.2072 1.5870 1.8587
H 3.3709 -0.6331 2.1418
H 3.4807 -1.3778 -0.2437
H 1.8247 -0.9003 -0.3067
H 2.5616 -2.7259 1.9444
H 2.7139 -3.5108 0.3390
H 0.4462 -4.3004 2.3422
H 1.1010 -5.0074 0.8492
H -0.5866 -4.4152 0.9057
C -4.9088 -3.4767 -0.2541
C -3.5798 -3.6032 0.4586
O -2.7238 -2.4949 0.1225
O -5.5651 -2.2950 0.1786
H -5.5508 -4.3253 -0.0238
H -4.7033 -3.4072 -1.3265
H -3.0908 -4.5470 0.1991
H -3.7195 -3.5870 1.5400
H -2.0931 -2.8371 -0.5197
H -5.6079 -1.6624 -0.5409
*
```



The following is a quantum chemistry calculation of 3 unconnected molecules or ions with the total composition C10H29IO3P, from the Open Molecules 2025 dataset.

ORCA input file:
```
! wB97M-V def2-TZVPD RIJCOSX def2/J DEFGRID3
* xyz -1 1
C -3.0228 0.6929 1.4363
O -2.9612 0.5555 0.0439
C -2.3971 -0.6607 -0.4774
C -1.5793 -1.4963 0.4721
C -0.9297 -2.6605 -0.2377
P 0.3420 -3.5173 0.9173
I -1.4691 -5.3589 1.6578
H -3.5367 1.6256 1.6346
H -3.5850 -0.1113 1.9049
H -2.0386 0.7351 1.8953
H -3.2128 -1.2538 -0.8873
H -1.7528 -0.3642 -1.2954
H -0.7896 -0.8844 0.9063
H -2.1882 -1.8919 1.2805
H -0.3502 -2.3150 -1.0901
H -1.6658 -3.3896 -0.5543
H -0.1119 -2.7261 2.0467
H 1.2764 -4.1923 1.7896
H 0.7301 -4.3933 -0.1755
H 1.3543 -2.5007 0.5748
C 1.5215 2.7999 2.8220
C 1.7458 1.4914 3.5683
C 3.2266 1.1682 3.7109
O 1.0484 0.4243 2.9488
H 1.9284 2.7270 1.8097
H 0.4561 3.0127 2.7405
H 2.0096 3.6363 3.3260
H 1.2992 1.5661 4.5618
H 3.6804 1.0501 2.7232
H 3.3596 0.2336 4.2542
H 3.7593 1.9618 4.2385
H 1.4033 0.2824 2.0645
C 0.2140 0.5388 -5.3885
C -0.2424 0.9348 -3.9915
C 0.3001 2.2960 -3.5812
O 0.1063 -0.0596 -3.0389
H 1.3050 0.4684 -5.4214
H -0.1949 -0.4336 -5.6601
H -0.1015 1.2722 -6.1325
H -1.3328 0.9622 -3.9633
H 1.3938 2.2743 -3.5631
H -0.0507 2.5565 -2.5834
H -0.0127 3.0758 -4.2777
H 1.0655 -0.1324 -3.0090
*
```



The following is a quantum chemistry calculation of 9 unconnected molecules or ions with the total composition C23H59N6O9S, from the Open Molecules 2025 dataset.

ORCA input file:
```
! wB97M-V def2-TZVPD RIJCOSX def2/J DEFGRID3
* xyz 1 1
C -3.5378 -9.8396 -0.3550
N -3.4354 -9.9443 -1.5873
N -2.6669 -8.8657 -2.0270
C -2.3760 -8.2081 -0.9939
S -1.4403 -6.7350 -0.9277
C -2.8101 -5.5729 -0.6147
C -3.9152 -5.7022 -1.6333
C -5.1840 -4.9118 -1.2447
C -5.9418 -5.6873 -0.1787
N -6.8091 -6.7485 -0.7318
C -7.4357 -7.6783 -0.0587
N -8.1403 -8.4412 -0.8740
N -7.9421 -7.9862 -2.0901
N -7.1452 -6.9844 -2.0053
O -2.8882 -8.7427 0.1305
H -4.0697 -10.4898 0.3056
H -2.3762 -4.5837 -0.6311
H -3.1712 -5.7701 0.3915
H -4.2212 -6.7399 -1.7698
H -3.5521 -5.3823 -2.6027
H -4.9096 -3.9252 -0.9132
H -5.7933 -4.8631 -2.1390
H -6.5910 -5.0145 0.3696
H -5.2924 -6.1641 0.5437
H -7.3846 -7.8024 1.0024
H -6.8256 -6.4697 -2.8168
C -5.4228 0.0250 -3.4715
C -4.8229 -1.0310 -2.5664
O -5.7470 -2.1175 -2.3634
H -6.3488 0.4121 -3.0449
H -4.7299 0.8530 -3.6145
H -5.6661 -0.3969 -4.4499
H -4.5997 -0.6124 -1.5869
H -3.8965 -1.4202 -2.9897
H -5.9379 -2.4895 -3.2293
C -1.4800 1.6555 -1.2839
C -0.9797 0.5263 -2.1617
O -1.9523 0.1508 -3.1427
H -2.4043 1.3639 -0.7792
H -0.7390 1.9264 -0.5355
H -1.6993 2.5406 -1.8812
H -0.7766 -0.3632 -1.5660
H -0.0552 0.8177 -2.6681
H -2.1268 0.9258 -3.6847
C 0.9986 5.5521 0.6040
C 1.4680 4.4200 -0.2907
O 0.4752 4.0829 -1.2605
H 0.0789 5.2727 1.1193
H 1.7552 5.8085 1.3477
H 0.7806 6.4441 0.0116
H 1.6645 3.5238 0.2971
H 2.3911 4.6972 -0.8116
H 0.3109 4.8692 -1.7902
C 4.8834 4.6436 1.6879
C 5.2125 6.0152 1.1411
O 4.5936 7.0358 1.9186
H 3.8020 4.4923 1.6946
H 5.3428 3.8603 1.0849
H 5.2294 4.5433 2.7175
H 4.8449 6.1214 0.1195
H 6.2944 6.1800 1.1317
H 4.9262 6.9442 2.8167
C 8.9713 5.4007 4.5201
C 7.8017 5.2863 3.5632
O 6.5489 5.3449 4.2592
H 8.9340 4.6028 5.2617
H 9.9196 5.3389 3.9858
H 8.9385 6.3506 5.0595
H 7.8291 4.3309 3.0417
H 7.8390 6.0866 2.8177
H 6.5166 6.1894 4.7202
C 7.3122 1.1207 -0.1266
C 7.5856 2.2856 0.8068
O 8.9211 2.2561 1.3046
H 7.4803 0.1753 0.3895
H 6.2846 1.1434 -0.4935
H 7.9866 1.1478 -0.9855
H 6.9230 2.2423 1.6698
H 7.4196 3.2403 0.2953
H 9.5176 2.3061 0.5522
C -5.1504 -6.4582 4.4596
C -6.6324 -6.3893 4.1506
O -6.9500 -7.1008 2.9422
H -4.5671 -6.0409 3.6367
H -4.9163 -5.9047 5.3681
H -4.8300 -7.4939 4.5948
H -6.9478 -5.3596 3.9969
H -7.2202 -6.8063 4.9707
H -6.6917 -8.0213 3.0631
C 5.4836 8.3133 -2.6000
C 4.1361 9.0017 -2.7109
O 3.0626 8.0738 -2.5517
H 5.5764 7.5295 -3.3527
H 6.3018 9.0228 -2.7309
H 5.5924 7.8394 -1.6211
H 4.0178 9.4575 -3.6922
H 4.0427 9.7880 -1.9553
H 3.1512 7.6806 -1.6783
*
```



The following is a quantum chemistry calculation of C18H24BrNO2S in the gas phase, from the Open Molecules 2025 dataset.

Calculated values
Energy above the lowest of the compared OMol25 structures with the same formula, charge and spin = 31.0 kcal/mol

ORCA input file:
```
! wB97M-V def2-TZVPD RIJCOSX def2/J DEFGRID3
* xyz 0 1
C 0.6743 2.6442 -2.5824
C 1.5353 1.7028 -1.9250
C 2.6232 0.9131 -2.7543
C 1.4000 1.4377 -0.4541
C -0.0086 0.8222 -0.1769
C 0.0074 -0.6705 -0.6166
C 0.8718 -1.4597 0.4144
C 2.0072 -2.2503 0.2337
Br 2.6899 -2.6683 -1.4886
C 2.7211 -2.6619 1.3725
C 2.2315 -2.4441 2.6908
C 0.9441 -1.8014 2.8354
C 0.3446 -1.2099 1.7125
C -0.9398 -0.3957 1.7872
C -2.0187 -1.1174 0.8689
C -1.4446 -1.2045 -0.5442
C -1.4666 -2.6674 -0.8282
C -2.4353 -0.5198 -1.5604
N -0.6432 0.9036 1.1586
S -1.7598 2.1568 1.3581
C -0.8341 3.5776 1.8327
O -2.3696 2.5314 0.1129
O -2.8077 1.8720 2.3759
H 0.6780 2.7258 -3.6830
H -0.0837 3.1299 -1.9938
H 2.4635 1.1436 -3.7797
H 2.4559 -0.1526 -2.6281
H 3.6350 1.1472 -2.4944
H 2.2833 0.7621 -0.1711
H 1.5986 2.2688 0.2614
H -0.7518 1.2913 -0.8496
H 0.3911 -0.5801 -1.6032
H 3.6768 -3.1690 1.1889
H 2.7152 -2.8511 3.6094
H 0.5847 -1.9091 3.8396
H -1.3299 -0.3300 2.8529
H -2.2895 -2.0939 1.2996
H -2.9049 -0.4357 0.8689
H -0.9970 -3.3539 -0.0874
H -0.9922 -2.7671 -1.7955
H -2.4684 -3.0358 -1.0314
H -3.3176 -1.1377 -1.7840
H -2.7854 0.4535 -1.2060
H -1.9765 -0.1387 -2.5020
H -0.2961 3.4278 2.7449
H -1.5217 4.4556 1.9779
H -0.0902 3.6584 1.1424
*
```



The following is a quantum chemistry calculation of 2 unconnected molecules or ions with the total composition C5H10O2, from the Open Molecules 2025 dataset.

Calculated values
Energy above the lowest of the compared OMol25 structures with the same formula, charge and spin = 51.9 kcal/mol

ORCA input file:
```
! wB97M-V def2-TZVPD RIJCOSX def2/J DEFGRID3
* xyz 0 1
C -1.8824 0.5895 -0.3602
C -1.4761 -0.8260 -0.0210
O -0.2646 -1.1761 -0.6958
C 0.6301 -1.5261 0.2940
C 0.0766 -1.3960 1.4900
O -1.2247 -0.9538 1.3793
H -1.0792 1.2757 -0.0738
H -2.0685 0.6799 -1.4348
H -2.7923 0.8556 0.1858
H -2.2512 -1.5546 -0.3014
H 1.6166 -1.8275 -0.0229
H 0.4546 -1.5655 2.4865
C 2.0467 1.4794 -0.6142
H 1.4022 0.8540 -1.2376
H 3.0955 1.2820 -0.8510
H 1.8257 2.5338 -0.7982
H 1.8624 1.2433 0.4372
*
```



The following is a quantum chemistry calculation of 2 unconnected molecules or ions with the total composition C21H34Br3ClNO7PS, from the Open Molecules 2025 dataset.

ORCA input file:
```
! wB97M-V def2-TZVPD RIJCOSX def2/J DEFGRID3
* xyz 0 1
N 2.2630 -1.6956 4.1869
C 2.3744 -0.3434 3.6078
C 3.3458 -0.3597 2.4077
O 4.4833 0.4552 2.6725
C 2.6458 0.0370 1.0974
C 3.0894 -0.7425 -0.1434
C 4.2973 -0.2259 -0.9595
C 5.1368 0.9008 -0.3855
O 6.1857 0.6859 0.1785
C 4.6660 2.3087 -0.6206
C 4.4039 3.1781 0.4317
C 3.9672 4.4714 0.1864
C 3.8043 4.9084 -1.1172
C 4.0905 4.0576 -2.1769
C 4.5127 2.7602 -1.9275
O 2.0050 -0.7591 -1.0835
C 1.0594 -1.8028 -0.9235
C -0.2944 -1.2765 -1.3473
O -0.8137 -0.3409 -0.4072
C -2.1196 -0.6132 0.0871
C -3.1416 0.1770 -0.7239
C -4.5754 0.2123 -0.1648
C -5.1446 1.6351 -0.1990
C -6.6212 1.6714 0.2196
S -7.7256 2.7238 -0.7227
O -8.3075 1.9565 -1.7799
O -8.5499 3.4553 0.1880
Cl -6.5020 4.1011 -1.6017
P -2.1783 -0.2188 1.9072
O -0.9317 -1.1516 2.3599
Br -1.3364 1.8664 1.7945
H 1.8857 -1.6273 5.1261
H 3.2105 -2.0367 4.3238
H 2.7654 0.3658 4.3492
H 1.3868 0.0091 3.3176
H 3.7172 -1.3832 2.3148
H 4.1677 1.2973 3.0135
H 1.5872 -0.2061 1.2147
H 2.6852 1.1168 0.9427
H 3.3041 -1.7730 0.1587
H 4.9941 -1.0484 -1.1212
H 3.8968 0.1017 -1.9184
H 4.5397 2.8260 1.4468
H 3.7567 5.1313 1.0182
H 3.4555 5.9131 -1.3197
H 3.9858 4.3888 -3.2020
H 4.7365 2.0951 -2.7535
H 1.0235 -2.1458 0.1183
H 1.3300 -2.6331 -1.5839
H -0.1523 -0.7575 -2.3011
H -0.9890 -2.1031 -1.5270
H -2.3210 -1.6898 0.0407
H -2.7620 1.1872 -0.8835
H -3.1873 -0.2856 -1.7161
H -5.2401 -0.4166 -0.7626
H -4.6240 -0.1662 0.8587
H -4.9996 2.0353 -1.2016
H -4.5721 2.2821 0.4684
H -7.0668 0.6807 0.1422
H -6.7222 2.0567 1.2330
H -0.3317 -1.3568 1.6269
Br -2.6253 -4.5585 -0.0699
C -2.8341 -5.0798 -1.9329
C -1.7685 -6.0515 -2.3633
Br -0.0544 -5.1702 -2.6192
H -2.8151 -4.1663 -2.5188
H -3.8188 -5.5359 -2.0011
H -2.0230 -6.4888 -3.3258
H -1.6095 -6.8388 -1.6340
*
```



no.,Kohn-Sham gap (eV),maximum force (eV Å⁻¹)
1,9.396,1.17
2,6.569,2.23
3,7.297,2.84
4,9.645,4.90
5,9.057,0.33
6,9.444,0.76